{
  "formula": "C4H13NS",
  "method": "ωB97M-V/def2-TZVPD",
  "symbols": ["C", "S", "H", "H", "H", "H", "C", "C", "C", "N", "H", "H", "H", "H", "H", "H", "H", "H", "H"],
  "xyz": [[-0.66, -0.48, -1.90], [-2.25, -0.61, -2.78], [-0.83, -0.97, -0.95], [0.08, -1.03, -2.46], [-0.36, 0.55, -1.74], [-1.83, -0.13, -3.97], [0.74, 0.92, 1.62], [1.70, -0.07, 2.27], [3.14, 0.42, 2.17], [-0.59, 0.31, 1.48], [1.14, 1.20, 0.64], [0.70, 1.83, 2.22], [1.64, -1.04, 1.77], [1.41, -0.24, 3.30], [3.25, 1.46, 2.49], [3.50, 0.40, 1.14], [3.83, -0.19, 2.75], [-1.28, 1.02, 1.29], [-0.86, -0.16, 2.33]],
  "total_energy_ha": -613.12391,
  "molar_mass_da": 107.2,
  "max_force_ev_per_a": 0.60,
  "e_above_lowest_kj_mol": 13.4,
  "e_homo_ev": -8.84,
  "charge": 0,
  "smiles": "CCCN.CS"
}